[1]
# C32H43N2O7SSeSi2W

C32H43N2O7SSeSi2W as an isolated structure (ωB97M-V/def2-TZVPD, the OMol25 dataset).

```
89
Properties=species:S:1:pos:R:3:lowdin_charge:R:1
C 5.07 0.49 -4.28 -0.1304
C -0.58 2.26 2.82 -0.4139
H -1.15 2.60 0.20 -0.0008
H 4.42 -3.04 0.58 0.1449
W -0.17 -0.88 0.42 1.6308
H -0.03 -2.37 -3.65 0.0463
H -3.14 0.50 -2.03 0.0013
O -0.37 -1.93 4.34 0.1643
H -2.52 1.13 0.86 -0.0100
C -1.48 3.47 0.75 -0.0667
H -1.88 2.64 -2.20 0.1034
H -2.56 4.86 6.34 0.0807
C -1.02 3.19 4.98 0.0027
H -0.86 3.18 6.06 0.1236
C 1.29 -2.23 2.65 -0.1629
Si -3.48 -0.98 -0.08 0.4496
C 3.55 -2.96 2.57 0.0242
H 0.37 -4.18 -0.82 0.0154
H -4.19 0.90 1.33 0.0566
C 5.22 0.79 -1.89 -0.1005
C -3.24 0.38 1.19 -0.1701
C -3.27 -3.65 -2.33 -0.1729
C -2.01 4.17 3.06 -0.0045
C -1.36 3.26 2.23 -0.2947
C -1.86 4.15 4.44 -0.2464
H -3.57 5.34 4.97 0.0848
H 4.45 -3.30 3.08 0.1293
C -0.52 -4.43 -1.40 -0.1526
H 3.23 -0.27 -5.01 0.1256
C -3.95 -0.13 -1.67 -0.1432
H 1.32 2.73 -2.13 0.1499
H -3.98 -2.88 -2.63 0.0172
C 2.40 -2.66 3.32 0.0646
H -5.64 -1.44 0.95 0.0443
H 7.17 1.45 -5.05 0.0879
C -2.54 5.17 5.30 -0.0351
H 6.82 1.21 -3.21 0.1123
C 3.90 0.35 -1.73 -0.6204
H 0.19 0.26 4.82 0.0569
H -1.10 -5.16 -0.81 0.0448
H -1.69 -1.95 -4.08 0.0456
N 1.01 1.98 -1.54 0.2395
C 0.56 1.28 4.90 -0.0581
N 1.30 -2.09 1.31 -0.0069
H -3.12 -4.31 -3.19 0.0498
S 3.20 0.27 -0.12 0.6981
H -0.18 -4.94 -2.31 0.0520
C 2.13 -2.17 -0.86 -0.5736
C -0.36 2.24 4.21 -0.2789
O 2.78 -2.53 -1.78 0.1774
H 1.56 1.31 4.47 0.0769
Se 0.53 1.08 1.75 0.9163
H -2.64 4.93 2.60 0.1299
C -1.83 -1.95 -0.20 -0.4342
O 0.85 -1.65 -0.98 -0.2973
H -0.75 -0.92 -3.00 -0.0022
C -4.83 -2.08 0.58 -0.1549
C -0.96 -1.95 -3.27 -0.1475
H -5.25 -2.74 -0.17 0.0316
H -2.51 3.69 0.47 0.0971
C 5.79 0.86 -3.14 -0.0219
H -0.58 2.74 -3.41 0.1020
H -1.59 1.28 -3.29 0.0881
O -0.59 0.48 -1.03 -0.2598
C -0.05 -1.87 3.19 -0.5299
C 3.55 -2.83 1.20 0.0350
H 2.37 -2.77 4.39 0.1408
H -3.73 -4.25 -1.54 0.0410
H -0.86 4.32 0.44 0.1043
H -2.93 0.01 2.17 0.0424
O 6.81 1.11 -5.87 0.1276
C 2.39 -2.37 0.60 -0.2343
H 0.63 1.53 5.95 0.0876
C 3.77 0.04 -4.12 0.0023
H 5.79 1.08 -1.01 0.1013
H -4.22 -0.81 -2.48 0.0273
H -4.82 0.50 -1.48 0.0514
Si -1.60 -2.97 -1.84 0.4740
O -0.86 -1.51 2.18 -0.2747
C 5.61 0.53 -5.68 -0.4788
H 1.70 1.49 -0.92 -0.0308
C -1.11 2.08 -2.72 0.0411
C -0.18 1.48 -1.72 -0.5126
O 5.01 0.07 -6.61 0.1243
H -4.48 -2.69 1.41 0.0455
H 2.18 -0.41 -2.77 0.0864
H -2.02 6.13 5.24 0.0916
H -1.92 -2.71 0.59 0.0489
C 3.19 -0.03 -2.87 -0.1169
```

Summary:
Spin multiplicity   1
Lowest unoccupied orbital energy (alpha / beta)   -5.4 / -5.4 eV
Charge   +1
HOMO (alpha / beta)   -10.13 / -10.13 eV



[2]
# C36H72O12

A 12-piece molecular cluster, C36H72O12 overall at a distorted geometry (ωB97M-V/def2-TZVPD, the OMol25 dataset).

```
120
Properties=species:S:1:pos:R:3:lowdin_charge:R:1
C -1.13 -4.86 -3.53 -0.0101
H 4.05 0.10 3.84 0.0847
H 4.80 -1.89 -3.41 0.0860
H 0.25 -4.84 0.62 0.0589
C -2.93 1.85 -4.80 -0.5090
H -3.98 0.01 -4.69 0.0830
H 3.01 0.12 -3.44 0.0775
C 2.39 3.57 3.25 -0.0012
C -0.87 0.37 -0.43 -0.4643
H 2.80 2.89 3.99 0.0863
H 5.78 -0.10 3.67 0.0824
H -0.83 1.94 -4.53 0.0710
H 0.75 0.97 -1.64 0.0735
H -0.43 -5.66 -3.30 0.0852
H -4.54 0.75 3.32 0.0856
C -0.35 -2.46 5.01 -0.5017
H -1.74 2.70 -3.26 0.0746
H 2.03 5.17 -2.37 0.0890
H -0.31 5.00 2.33 0.0662
H 0.70 -0.09 1.01 0.0439
H -0.88 -0.88 1.35 0.0759
H 3.02 5.14 -4.74 0.0772
H 3.53 2.70 0.20 0.0823
C -3.50 -2.76 1.10 -0.0242
H 1.36 -0.46 -3.10 0.0619
O -1.16 -4.39 -1.17 0.0589
H 0.66 -1.87 3.27 0.0650
H 0.15 -1.42 0.03 0.0955
H 1.41 -1.23 4.72 0.0752
C 4.39 -1.92 -2.40 -0.0226
H -3.76 -2.05 0.31 0.0698
C 2.89 3.43 0.71 0.0007
O 5.16 0.90 1.35 0.0545
C 4.82 -0.45 3.29 -0.0105
H 3.38 4.37 0.94 0.0758
H -1.93 4.76 1.69 0.0850
H -1.61 3.50 -4.92 0.0877
H -3.31 -3.09 -2.73 0.0848
C 0.05 7.05 0.77 -0.0174
H -2.02 -5.20 -4.06 0.0894
H 4.78 -1.05 -1.86 0.0838
H -4.04 1.65 -0.27 0.0652
H 0.36 -6.80 2.57 0.0846
H 1.40 3.91 3.54 0.0785
C 0.29 -3.05 6.25 -0.0222
C -4.30 2.52 0.34 -0.0146
H -0.25 7.40 1.76 0.0842
H 2.73 -0.97 1.77 0.0691
H 3.90 -1.85 0.80 0.0920
C 1.20 4.69 -2.90 -0.0181
C -2.28 -2.82 -2.48 -0.0177
H -0.20 7.83 0.05 0.0823
C 1.33 -4.91 2.53 -0.5053
H -2.41 -2.82 1.02 0.0792
C -4.12 2.19 1.79 -0.5079
H 3.76 3.55 -4.58 0.0887
O -1.16 5.68 -0.71 0.0649
H 2.53 3.85 -5.83 0.0873
H -3.91 0.08 1.79 0.0629
H 4.72 -1.52 3.44 0.0840
H -3.94 -5.69 -0.29 0.0912
H 0.75 -6.15 4.17 0.0808
H -0.64 -4.14 -4.20 0.0866
H -4.37 -4.12 -1.13 0.0489
C 2.89 -1.81 -2.52 -0.5131
C 3.58 -0.85 1.10 -0.0279
C 0.46 -1.44 4.25 -0.0214
H -0.60 -5.43 3.20 0.0901
C 1.79 3.64 -3.81 -0.4719
H 4.73 -2.84 -1.92 0.0821
H 0.54 1.98 -0.23 0.0539
H -5.60 0.64 1.91 0.0919
H -2.46 -0.09 -5.54 0.0905
C -0.21 -0.52 0.57 -0.0023
C -0.01 1.45 -1.01 0.0006
H -1.91 -2.28 -3.35 0.0719
O -4.25 -4.77 2.08 0.0582
H 0.56 4.18 -2.19 0.0524
C 2.35 -0.74 -3.43 -0.0180
C 1.25 -4.72 1.05 -0.0162
C -0.87 4.73 1.43 -0.0025
H -2.35 -2.29 -1.53 0.0527
H -5.56 -5.06 -0.23 0.0870
C 2.83 4.07 -4.81 -0.0154
H 3.22 -0.32 0.22 0.0757
O 2.14 -2.51 -1.88 0.0595
O 1.44 2.47 -3.72 0.0321
C -4.10 -4.14 1.05 -0.4802
C -4.51 -4.76 -0.27 -0.0119
H 1.60 -3.72 0.81 0.0632
H -3.67 -2.34 2.09 0.0798
H 2.32 -1.16 -4.44 0.0956
H -0.59 3.74 1.09 0.0729
H -0.58 2.12 -1.64 0.0569
O 1.88 1.69 1.94 0.0493
H 1.88 -5.41 0.49 0.0975
C 0.39 -5.90 3.17 -0.0085
C -4.57 0.83 2.23 -0.0139
O -2.02 0.22 -0.79 0.0424
O 2.09 -4.24 3.19 0.0450
H 1.24 -3.50 5.96 0.0822
H 3.03 4.45 3.16 0.0764
H -0.12 -0.53 4.06 0.0873
H 2.10 3.65 -0.02 0.0654
C 2.27 2.82 1.95 -0.4910
H -5.34 2.80 0.17 0.0936
O -3.88 2.45 -5.22 0.0767
C -1.69 2.59 -4.34 -0.0152
H -0.37 -3.79 6.70 0.0808
H 1.13 6.87 0.77 0.0819
H -3.63 3.33 0.05 0.0763
H -2.50 0.06 -3.70 0.0594
H 0.43 -2.26 6.99 0.0857
H 0.59 5.44 -3.42 0.0959
C 4.62 -0.07 1.84 -0.4988
C -0.69 5.80 0.38 -0.5092
C -1.48 -4.10 -2.30 -0.4952
O -1.42 -2.84 4.60 0.0571
C -2.94 0.34 -4.66 -0.0207
O -3.67 2.99 2.57 0.0584
```

Summary:
Spin multiplicity   1
Lowest unoccupied orbital energy   0.3 eV
Charge   0
SMILES   CC(C)=O.CC(C)=O.CC(C)=O.CC(C)=O.CC(C)=O.CC(C)=O.CC(C)=O.CC(C)=O.CC(C)=O.CC(C)=O.CC(C)=O.CC(C)=O
HOMO   -9.20 eV



[3]
# C44H35AsF6N3O4TeV

C44H35AsF6N3O4TeV as an isolated structure at a distorted geometry (ωB97M-V/def2-TZVPD, the OMol25 dataset).

```
95
Properties=species:S:1:pos:R:3:mulliken_spin:R:1
C 6.16 -2.38 -0.88 0.0001
C -4.35 -3.74 1.66 0.0005
C -6.52 -2.02 1.83 0.0005
H -2.27 2.59 -3.78 0.0012
Te -0.74 -0.35 -4.15 -0.0409
H 5.53 -1.50 2.82 0.0000
H -7.37 -1.35 1.88 0.0001
F 1.52 -1.70 -4.78 -0.0007
H 4.12 2.17 4.00 0.0000
C -0.04 1.71 -0.85 0.0047
H -5.30 -0.59 0.82 -0.0008
H -7.52 -3.62 2.83 0.0000
C 3.50 1.31 3.81 -0.0003
C 3.22 -1.46 1.28 -0.0064
H 1.22 1.30 -4.98 0.0022
C -2.50 0.50 -3.30 0.0046
N 0.55 0.95 -1.73 -0.0913
F 1.98 -4.17 -4.51 0.0002
H -1.77 3.60 -1.57 0.0020
H 4.61 0.70 2.09 0.0002
H 0.70 6.99 -0.76 0.0000
N 2.40 -2.64 1.16 -0.0018
C 1.87 -0.88 3.31 -0.0018
O -2.39 -2.75 -0.26 -0.0077
H 1.54 2.58 -2.62 0.0011
C 0.53 1.41 -4.15 0.0028
C -6.61 -3.30 2.36 0.0004
C -2.46 1.44 2.02 -0.0197
F 2.30 -1.23 -2.56 -0.0048
H 7.81 -1.99 2.05 -0.0002
C -4.83 1.28 -2.00 -0.0015
H 0.73 -0.23 4.99 -0.0001
C 7.22 -2.33 0.02 0.0001
C 1.31 1.53 -2.82 0.0206
C -1.51 1.94 1.14 0.0167
C 4.64 -1.74 0.88 -0.0002
H 1.24 -1.73 3.11 0.0001
C 2.40 1.06 4.62 0.0000
H 2.26 0.98 -2.91 -0.0047
H 8.22 -2.55 -0.32 0.0000
C -4.03 2.22 -2.62 0.0003
H -5.12 -0.81 -1.59 0.0003
F 0.49 -3.00 -2.88 0.0097
H -3.66 1.74 3.77 0.0005
C -1.50 -0.16 -0.10 -0.0073
H -3.53 3.14 2.71 -0.0016
C 1.56 5.08 -0.33 0.0002
H -3.06 -1.51 -2.74 -0.0007
C -5.52 -4.16 2.27 -0.0003
C -5.35 -1.58 1.25 0.0004
C -0.99 1.17 0.08 0.0101
H -4.32 3.26 -2.61 0.0000
H 2.48 5.49 0.05 0.0002
C -4.25 -2.44 1.16 -0.0027
H -5.73 1.59 -1.49 0.0000
O 0.59 -3.28 -0.13 0.0009
C -4.49 -0.06 -2.05 0.0014
C -2.98 2.30 3.13 0.0022
H -1.42 6.05 -1.59 -0.0001
H 6.32 -2.63 -1.92 -0.0001
H -0.11 2.27 -4.32 -0.0004
H -5.59 -5.16 2.67 0.0000
F 3.78 -2.51 -4.00 -0.0002
H 2.16 3.04 -0.02 0.0003
C -2.51 -0.64 0.78 -0.0160
O -1.05 -0.85 -1.09 -0.0717
C -0.84 4.02 -1.24 -0.0027
H -2.17 2.68 3.74 -0.0016
N 1.41 -1.16 -0.17 -0.0792
O 2.85 0.59 -0.10 -0.0089
C 1.39 -2.48 0.27 0.0172
C -0.64 5.39 -1.24 0.0009
C 0.56 5.92 -0.78 0.0013
C -2.94 0.14 1.84 0.0114
H 4.07 -2.12 -1.15 0.0027
C -3.34 -0.45 -2.71 -0.0018
C 4.89 -2.09 -0.45 -0.0007
H -1.13 2.93 1.29 0.0028
V 0.44 -0.94 -1.82 1.1722
C 6.98 -2.01 1.35 -0.0005
As 2.15 -2.82 -3.48 0.0010
C 2.98 -0.64 2.51 0.0014
C 0.18 3.17 -0.82 0.0272
C 5.71 -1.72 1.78 0.0015
H 2.17 1.73 5.44 0.0000
C 2.49 -0.52 0.22 0.0538
H 2.73 -3.56 1.44 -0.0004
C -2.87 1.84 -3.28 -0.0014
C -2.99 -2.02 0.50 -0.0018
C 1.38 3.71 -0.36 0.0052
F 2.71 -3.73 -2.12 0.0001
H -3.65 -0.26 2.54 -0.0006
H -3.51 -4.41 1.57 0.0000
C 3.78 0.48 2.75 -0.0001
C 1.59 -0.04 4.37 0.0005
```

Summary:
Spin multiplicity   2
Lowest unoccupied orbital energy (alpha / beta)   -5.2 / -4.6 eV
Charge   +1
HOMO (alpha / beta)   -10.99 / -10.99 eV



[4]
# C22H35N3O5S

One molecule with the formula C22H35N3O5S at a distorted geometry (ωB97M-V/def2-TZVPD, the OMol25 dataset).

```
66
Properties=species:S:1:pos:R:3:lowdin_charge:R:1
C -6.69 -1.86 0.22 -0.1622
C -4.97 -1.30 1.50 -0.1966
H -6.30 1.75 2.15 0.1178
H 3.78 -2.01 -4.03 0.0678
C 3.25 -1.29 -4.65 -0.0776
C -5.61 0.93 2.17 0.0153
C -4.42 0.98 2.90 -0.0328
H -4.18 1.88 3.45 0.1143
H 2.02 1.17 -5.09 0.0830
H 3.67 -3.36 1.80 0.0785
H -3.11 -2.09 2.22 0.1254
N -1.25 0.73 2.85 0.0864
H -2.36 0.68 4.57 0.1244
C -3.80 -1.25 2.22 0.0523
H 5.00 -1.27 1.21 0.0797
N 1.12 1.85 -0.67 -0.2242
O -0.27 0.31 -2.06 -0.2486
H 0.42 3.79 -0.67 0.1328
H -7.51 -2.53 0.54 0.1388
O -1.41 2.73 3.87 0.0621
H 0.11 3.64 2.09 0.1512
C -0.10 2.60 1.85 -0.2047
S 0.64 0.27 -0.96 0.6535
H -1.69 3.29 0.57 0.1310
H 2.41 1.16 -2.64 0.1160
C 0.01 2.78 -0.67 -0.1851
C 2.34 -1.76 -0.96 -0.1777
H 1.87 2.15 2.63 0.1287
H 4.46 -0.24 -0.13 0.0595
C 1.97 2.03 0.48 -0.1774
H 1.41 -1.39 -3.54 0.1321
C -0.99 2.04 2.97 -0.4765
H 2.92 -2.26 -1.74 0.1301
C -3.53 -0.08 2.93 -0.2077
H 2.39 3.04 0.42 0.1322
O -5.47 -2.32 0.73 0.0344
C 2.12 -0.62 -3.87 -0.4097
C 1.23 1.82 1.80 -0.1274
H 2.79 1.30 0.39 0.1029
H 1.05 0.76 1.92 0.0854
H 0.52 0.77 -4.22 0.0593
H -6.65 -1.84 -0.88 0.1392
N 2.11 -0.38 -1.35 -0.2349
C -0.89 2.54 0.54 -0.1233
C 2.66 0.09 -2.61 -0.1735
C 1.36 0.36 -4.77 -0.0752
O -6.94 -0.55 0.70 0.0327
H -0.94 0.23 2.02 0.1065
H 0.99 -0.15 -5.65 0.0792
H 5.09 -1.86 -0.45 0.0827
H 2.15 -3.69 0.98 0.0784
C 4.50 -1.27 0.24 -0.0676
H 2.53 -1.25 1.10 0.1225
H 2.85 -1.82 -5.51 0.0771
O 0.18 -0.41 0.23 -0.2742
H -1.35 1.56 0.41 0.1032
H -0.55 2.62 -1.60 0.1164
H 3.68 -3.91 0.12 0.0813
C 3.09 -1.84 0.37 -0.4147
C -5.86 -0.23 1.48 -0.2055
H 1.38 -2.27 -0.86 0.1235
H 3.75 -0.01 -2.56 0.1254
H -1.84 -0.92 3.97 0.1232
H 3.96 -0.54 -5.00 0.0817
C 3.15 -3.29 0.85 -0.0691
C -2.23 0.06 3.68 -0.1215
```

Summary:
Spin multiplicity   1
Lowest unoccupied orbital energy   0.7 eV
Charge   0
SMILES   CC(C)CN(CC(C)C)S(=O)(=O)N1CCC(C(=O)NCc2ccc3c(c2)OCO3)CC1
HOMO   -7.95 eV



[5]
# C16H24As2BeN3O2S

C16H24As2BeN3O2S as an isolated structure (ωB97M-V/def2-TZVPD, the OMol25 dataset).

```
49
Properties=species:S:1:pos:R:3:lowdin_charge:R:1
H -3.62 -2.70 3.70 0.1150
C -0.69 5.27 -1.73 -0.2190
H -3.12 -1.20 -2.44 0.0396
C -2.21 -1.75 -2.64 -0.2602
H -1.81 -1.42 -3.60 0.0340
H -0.30 0.73 4.02 0.0330
C -2.91 -2.65 0.39 -0.0982
H -3.26 -3.07 -0.54 0.0970
H 3.58 2.15 -0.49 0.0582
C -0.35 1.19 3.04 -0.2591
H -1.69 -1.19 3.74 0.1012
H 4.98 1.23 0.14 0.0747
C 1.45 -1.19 2.64 -0.2594
H -1.36 1.54 2.85 0.0368
Be 0.43 0.50 -0.70 -0.1593
O 1.86 0.01 -1.11 -0.5574
H -0.39 -3.88 -1.24 0.0404
C 4.14 0.23 -2.46 -0.2056
C -3.11 -2.45 2.78 -0.0577
H 3.98 -0.60 -3.15 0.0675
N -2.02 3.24 -0.42 0.1965
H 1.01 -2.96 -0.65 0.0215
S 3.37 -0.18 -0.89 0.9839
H 3.69 1.14 -2.83 0.0543
H -2.42 -2.81 -2.69 0.0345
H 2.30 -0.59 2.95 0.0279
C 1.14 3.74 -2.17 -0.2121
C 0.22 -3.00 -1.40 -0.2557
H 5.20 0.36 -2.28 0.0748
H -2.44 4.14 -0.59 0.1093
O -0.41 1.74 -0.77 -0.0980
H -4.40 -3.66 1.55 0.1152
C -3.55 -2.98 1.57 -0.0575
N 2.18 3.55 -2.61 0.1539
N -1.19 6.30 -1.78 0.1647
H -2.58 2.50 -0.05 0.1184
H 0.98 -1.63 3.52 0.0364
H 1.80 -1.99 1.99 0.0248
C 3.90 1.26 0.05 -0.2053
C -2.03 -1.59 2.79 -0.1004
C -1.81 -1.79 0.40 -0.3981
As 0.18 -0.07 1.64 1.2307
H 0.32 2.05 3.03 0.0316
C -0.82 2.96 -0.96 -0.4098
C -1.36 -1.26 1.61 -0.4034
H 0.68 -3.05 -2.39 0.0370
As -0.87 -1.38 -1.26 1.2496
C -0.12 3.97 -1.62 -0.1987
H 3.44 1.22 1.04 0.0526
```

Summary:
Spin multiplicity   1
Lowest unoccupied orbital energy   -2.4 eV
Charge   +1
HOMO   -10.80 eV



For reference, total energy by record: -5327.01459, -2317.75841, -6209.89666, -1797.97084, -5823.17329 Eh.
For reference, ΔE to the lowest compared entry with this formula, charge and spin by record: 2.0895, 0.0000, 0.0000, 1.6136, 0.7129 eV.